Formula: C10H37FO11PS
Source: the OMol25 dataset
Level of theory: ωB97M-V/def2-TZVPD

Atoms and positions in Å:
C (-2.1289, 0.4024, 0.8292)
P (-2.0967, 2.2692, 0.8473)
O (-0.9017, 2.1925, -0.5029)
C (-0.4363, 3.4239, -0.9121)
C (-0.5604, 4.3459, 0.3066)
S (0.9934, 3.9792, 1.2970)
O (1.5228, 2.6756, 1.0371)
O (1.8746, 5.1072, 1.1489)
F (0.5235, 4.0147, 2.8032)
O (-1.7335, 4.0711, 0.9036)
H (-2.2876, 0.0448, -0.1896)
H (-2.8564, -0.0235, 1.5211)
H (-1.1007, 0.1858, 1.1212)
H (-3.0983, 2.4753, -0.1585)
H (-3.1048, 2.4630, 1.8661)
H (-1.0565, 2.2093, 1.8590)
H (0.5892, 3.3759, -1.3012)
H (-1.0568, 3.8816, -1.7028)
H (-0.4787, 5.4081, 0.0649)
C (2.1442, -0.5970, -0.2334)
O (1.2227, -0.5619, 0.8414)
H (2.1950, -1.6293, -0.5805)
H (1.8096, 0.0395, -1.0584)
H (3.1483, -0.2891, 0.0669)
H (1.1843, 0.3557, 1.1462)
C (0.2319, -3.9270, -0.6592)
O (1.0399, -4.0342, 0.5107)
H (-0.0007, -4.9305, -1.0073)
H (-0.7031, -3.4121, -0.4318)
H (0.7530, -3.3904, -1.4560)
H (1.2302, -3.1460, 0.8377)
C (3.7202, -6.1818, 1.4737)
O (2.3835, -6.4617, 1.1133)
H (4.1808, -7.1198, 1.7832)
H (4.2954, -5.7758, 0.6349)
H (3.7792, -5.4769, 2.3094)
H (1.9719, -5.6245, 0.8383)
C (-0.0789, -8.3434, -1.6488)
O (-0.5880, -7.3383, -0.7887)
H (-0.3306, -8.0476, -2.6652)
H (1.0080, -8.4314, -1.5689)
H (-0.5309, -9.3199, -1.4492)
H (-0.3575, -7.5658, 0.1173)
C (6.0567, 0.0369, -1.7044)
O (4.7473, -0.3321, -2.1040)
H (6.5446, -0.8677, -1.3472)
H (6.6410, 0.4418, -2.5364)
H (6.0427, 0.7686, -0.8918)
H (4.2887, 0.4560, -2.4091)
C (-6.6478, 1.4047, 0.6202)
O (-5.6165, 1.5806, -0.3300)
H (-6.4068, 0.5035, 1.1804)
H (-6.7017, 2.2415, 1.3236)
H (-7.6299, 1.2710, 0.1511)
H (-5.7785, 2.3867, -0.8267)
C (-1.9063, 8.0037, 0.3399)
O (-2.2778, 7.8753, -1.0293)
H (-2.2506, 7.1084, 0.8533)
H (-0.8210, 8.0738, 0.4529)
H (-2.3762, 8.8785, 0.7998)
H (-1.9674, 8.6547, -1.4970)

Calculated values
total energy = -56330.996 eV
highest occupied orbital energy = -4.55 eV
energy above the lowest of the compared OMol25 structures with the same formula, charge and spin = 0.0 kcal/mol
charge = -1
multiplicity = 1
E_LUMO = 2.5 eV
HOMO-LUMO gap = 0.26064 Ha

Atomic partial charges in e from the Löwdin method, atoms 1 to 8:
1 C -0.27
2 P 0.52
3 O -0.34
4 C -0.30
5 C -0.46
6 S 0.67
7 O -0.29
8 O -0.31